Molecular formula: C39H49BN6PPd
Method: DFT, ωB97M-V/def2-TZVPD

Computed properties:
Charge = +1
<S²> = 2.006
Highest occupied orbital energy (alpha / beta) = -10.870 / -10.869 eV
Multiplicity = 3
LUMO level (alpha / beta) = -1.74 / -4.56 eV

Atoms and positions in Å:
Pd1 -12.94854 -12.58995 -7.93057
C1 -12.05845 -18.18397 -8.23784
C2 -11.74503 -16.72225 -8.49215
C3 -10.62258 -16.23112 -9.12638
C4 -10.83121 -14.83121 -9.28462
N1 -11.99559 -14.48342 -8.73320
N2 -12.59183 -15.69896 -8.28466
B1 -13.81745 -15.57247 -7.28565
N3 -14.88911 -14.79114 -7.95788
N4 -14.69951 -13.66406 -8.67325
C5 -15.81676 -13.46251 -9.35582
C6 -16.75089 -14.40497 -9.01392
C7 -16.17523 -15.27236 -8.08578
C8 -16.74292 -16.60890 -7.54655
C9 -16.04108 -12.33085 -10.33470
C10 -17.18426 -11.56419 -10.27006
C11 -17.33225 -10.42985 -11.07910
C12 -16.32191 -10.07421 -11.96674
C13 -15.24871 -10.97343 -12.11198
C14 -15.06881 -12.11344 -11.33032
N5 -13.30878 -14.86212 -5.95385
N6 -12.48329 -13.77212 -6.19714
C15 -11.54947 -13.75623 -5.31341
C16 -11.76052 -14.79805 -4.41361
C17 -12.79001 -15.57942 -4.84165
C18 -13.43760 -16.78505 -4.20147
C19 -10.33236 -12.92152 -5.24914
C20 -9.68051 -12.61000 -6.43911
C21 -8.46639 -11.85599 -6.43799
C22 -8.00834 -11.32742 -5.19952
C23 -8.66567 -11.57748 -4.05130
C24 -9.85273 -12.36925 -4.03800
C25 -9.91516 -13.91691 -9.94995
C26 -10.36358 -12.85185 -10.76874
C27 -9.42647 -12.09458 -11.49427
C28 -8.04108 -12.25431 -11.35781
C29 -7.61869 -13.28184 -10.45464
C30 -8.54045 -14.07358 -9.82460
H1 -11.36286 -18.78461 -8.74276
H2 -13.03496 -18.46775 -8.64544
H3 -12.14740 -18.33326 -7.14786
H4 -9.79152 -16.83205 -9.43086
H5 -14.25298 -16.71376 -7.05661
H6 -17.72610 -14.57177 -9.46403
H7 -17.71180 -16.75785 -8.06750
H8 -16.90763 -16.56133 -6.43964
H9 -16.01964 -17.35400 -7.78937
H10 -17.89159 -11.76704 -9.52687
H11 -18.26951 -9.87875 -11.09250
H12 -16.42904 -9.21177 -12.60850
H13 -14.51995 -10.84667 -12.91820
H14 -14.26515 -12.80356 -11.52823
H15 -11.03012 -15.00004 -3.62851
H16 -13.76600 -16.58216 -3.17112
H17 -12.82057 -17.56941 -4.34648
H18 -14.41930 -16.97605 -4.62389
H19 -10.01422 -13.11547 -7.33540
H20 -8.05194 -11.64057 -7.40857
H21 -7.09016 -10.74631 -5.13767
H22 -8.40721 -11.17515 -3.09366
H23 -10.36358 -12.62128 -3.15658
H24 -11.42302 -12.57985 -10.74388
H25 -9.82775 -11.35737 -12.20861
H26 -7.27189 -11.62281 -11.77468
H27 -6.55442 -13.42260 -10.21051
H28 -8.15548 -14.83384 -9.12818
C31 -16.26878 -9.94873 -7.60070
C32 -14.87850 -9.34245 -7.68148
C33 -14.46006 -8.97090 -9.13012
P1 -13.51001 -10.42639 -6.93008
C34 -14.12678 -10.76765 -5.11557
C35 -13.13800 -10.87218 -3.89361
C36 -15.00241 -12.04512 -5.18799
C37 -12.00539 -9.29644 -7.07730
C38 -11.06636 -9.20534 -5.83517
C39 -11.23407 -9.77697 -8.31965
H29 -16.97996 -9.28852 -8.04262
H30 -16.52635 -10.05351 -6.52898
H31 -16.40859 -10.88274 -8.06398
H32 -14.88920 -8.53417 -6.97259
H33 -14.33251 -9.85902 -9.77931
H34 -13.65743 -8.27169 -9.21895
H35 -15.30626 -8.38450 -9.48258
H36 -14.75764 -9.89342 -4.88330
H37 -12.44803 -11.67126 -4.11854
H38 -13.65310 -11.20814 -3.02339
H39 -12.70460 -9.92623 -3.66988
H40 -14.35317 -12.91159 -5.08011
H41 -15.47664 -12.20193 -6.19179
H42 -15.79061 -12.04253 -4.38575
H43 -12.40380 -8.31037 -7.22811
H44 -10.60039 -10.14133 -5.52996
H45 -11.73561 -8.97056 -4.96997
H46 -10.31389 -8.42010 -5.83608
H47 -10.69176 -10.69752 -8.03679
H48 -10.49151 -9.01701 -8.58602
H49 -11.89000 -9.98308 -9.15576

Molecular formula: C39H49ClHgN13O3PS
Method: DFT, ωB97M-V/def2-TZVPD

Computed properties:
Charge = -1
<S²> = 0.767
Highest occupied orbital energy (alpha / beta) = -1.449 / -4.561 eV
Multiplicity = 2
Energy above the lowest of the compared OMol25 structures with the same formula, charge and spin = 0.0 kcal per mole
LUMO level (alpha / beta) = 1.96 / 1.96 eV

Atoms and positions in Å:
Hg1 1.48114 1.24643 -0.76749
C1 0.68647 6.96682 -1.92541
N1 1.11593 5.80093 -1.18309
C2 2.31255 5.69833 -0.51964
C3 2.39383 4.41420 -0.06094
N2 1.26441 3.74248 -0.42341
C4 0.51236 4.57558 -1.10200
P1 -1.17263 4.27685 -1.73055
C5 -2.09638 4.14850 -0.16531
N3 -2.28765 3.08293 0.57659
C6 -2.99873 3.50034 1.66075
C7 -3.24623 4.84217 1.57608
N4 -2.67701 5.25433 0.40200
C8 -2.62877 6.61600 -0.08514
C9 -1.15789 2.53179 -2.22926
N5 -0.76598 1.46859 -1.54419
C10 -1.11283 0.37043 -2.27482
C11 -1.73332 0.77202 -3.42050
N6 -1.76098 2.13782 -3.38821
C12 -2.21878 2.96219 -4.48833
H1 1.27735 7.08249 -2.83476
H2 -0.35847 6.85716 -2.20563
H3 0.80040 7.85890 -1.31011
H4 2.99293 6.52958 -0.45298
H5 3.20195 3.92199 0.45848
H6 -3.27976 2.81642 2.44429
H7 -3.75472 5.53022 2.22968
H8 -3.29780 7.22689 0.51661
H9 -1.62053 7.02663 -0.00693
H10 -2.94819 6.66047 -1.12585
H11 -0.89854 -0.62402 -1.91267
H12 -2.12259 0.21769 -4.25685
H13 -3.12276 2.52669 -4.91045
H14 -2.43785 3.96529 -4.13292
H15 -1.44991 3.01803 -5.25942
C13 2.34602 -1.83390 2.72550
N7 1.42166 -2.57899 1.86955
C14 2.05722 -3.77639 1.34978
C15 0.49623 -1.83465 1.11373
N8 0.43942 -1.69756 -0.16900
C16 1.29339 -2.33031 -1.06584
C17 2.62874 -2.00414 -1.12966
C18 3.49106 -2.63875 -2.03535
C19 3.02394 -3.61728 -2.86289
C20 1.65194 -3.96785 -2.85699
C21 1.18525 -4.99062 -3.72243
C22 -0.13436 -5.32724 -3.74712
C23 -1.04992 -4.63821 -2.93284
C24 -0.64896 -3.63604 -2.07370
N9 -1.63805 -2.88870 -1.42984
C25 -2.55403 -3.39512 -0.70149
N10 -3.72768 -2.69973 -0.47689
C26 -4.06984 -1.56699 -1.30581
C27 -4.44005 -2.78503 0.77783
N11 -2.50280 -4.61999 -0.02948
C28 -1.22187 -5.13906 0.38886
C29 -3.52565 -5.60749 -0.28399
C30 0.74873 -3.29345 -1.98878
N12 -0.50761 -1.26323 1.84765
C31 -0.55100 -1.24502 3.29380
C32 -1.43438 -0.34903 1.19970
H16 3.27251 -1.60509 2.19000
H17 2.58449 -2.43877 3.60621
H18 1.91691 -0.89464 3.05837
H19 3.04455 -3.57344 0.92406
H20 1.46283 -4.25729 0.57850
H21 2.18204 -4.48037 2.17983
H22 3.03166 -1.27310 -0.43962
H23 4.53511 -2.35173 -2.05175
H24 3.68638 -4.13080 -3.54994
H25 1.90035 -5.49053 -4.36501
H26 -0.49014 -6.10607 -4.41154
H27 -2.10983 -4.85609 -3.00346
H28 -3.34163 -1.47232 -2.10431
H29 -4.05557 -0.63997 -0.72329
H30 -5.07106 -1.69226 -1.73408
H31 -3.94208 -3.48512 1.44276
H32 -5.47563 -3.11309 0.62974
H33 -4.46465 -1.80316 1.26123
H34 -0.56244 -4.30170 0.59472
H35 -0.74985 -5.78672 -0.35940
H36 -1.35263 -5.70563 1.31518
H37 -4.44027 -5.12125 -0.61748
H38 -3.74588 -6.17301 0.62673
H39 -3.20958 -6.32026 -1.05841
H40 -0.02286 -2.10289 3.70099
H41 -1.59829 -1.30636 3.60237
H42 -0.12905 -0.31706 3.69301
H43 -1.07095 0.67881 1.22386
H44 -2.38536 -0.40020 1.73858
H45 -1.58497 -0.66089 0.17081
Cl1 2.03361 1.21393 -3.16875
O1 0.70170 1.63969 2.26232
C33 1.93771 1.48689 2.22330
N13 2.57123 1.05507 1.02036
S1 4.20253 1.08359 1.11318
O2 4.75097 2.20993 0.37592
O3 4.76136 -0.20190 0.73571
C34 4.22952 1.36240 2.82786
C35 5.31077 1.40344 3.68059
C36 5.09730 1.71158 5.02044
C37 3.77501 1.98866 5.47371
C38 2.69792 1.95581 4.62896
C39 2.89396 1.63197 3.26006
H46 6.30780 1.19742 3.30827
H47 5.92823 1.74202 5.71272
H48 3.62057 2.23368 6.51914
H49 1.69728 2.16845 4.98560

Molecular formula: C39H50AsBaN3O6SSe
Method: DFT, ωB97M-V/def2-TZVPD

Computed properties:
Charge = +2
Highest occupied orbital energy = -12.583 eV
Energy above the lowest of the compared OMol25 structures with the same formula, charge and spin = 1.9 kcal per mole
LUMO level = -7.16 eV

Atoms and positions in Å:
Ba1 -0.53848 0.65228 0.91024
O1 2.88084 -1.02125 -0.05473
N1 2.53413 -2.05878 -0.36620
C1 -1.98581 -2.79525 -3.86549
C2 -2.72756 -1.60408 -4.46576
C3 -3.65778 -0.90402 -3.47919
C4 -2.94819 -0.20048 -2.32493
N2 -2.15806 0.94368 -2.78601
C5 -0.81548 1.05888 -2.82045
Se1 0.44186 -0.13569 -2.11166
N3 -0.49898 2.23140 -3.39749
C6 0.85629 2.72660 -3.64096
C7 1.56275 2.06012 -4.81588
C8 0.85809 2.17641 -6.16955
C9 -0.29806 1.19644 -6.37875
C10 -1.66811 2.91439 -3.71361
C11 -1.88743 4.15169 -4.30563
C12 -3.20342 4.54897 -4.45312
C13 -4.26534 3.73861 -4.03137
C14 -4.04614 2.49900 -3.46024
C15 -2.72269 2.10112 -3.31491
H1 -1.52543 -3.39899 -4.64692
H2 -2.67618 -3.43992 -3.31527
H3 -1.19291 -2.47865 -3.18640
H4 -3.32985 -1.94686 -5.30865
H5 -2.01616 -0.88278 -4.88009
H6 -4.34487 -1.63424 -3.04342
H7 -4.27786 -0.17774 -4.00842
H8 -2.26683 -0.87892 -1.81221
H9 -3.66296 0.17421 -1.59134
H10 1.42766 2.59057 -2.72216
H11 0.75865 3.79745 -3.81969
H12 1.73598 1.00664 -4.58171
H13 2.54699 2.53104 -4.87440
H14 1.60448 1.99238 -6.94368
H15 0.51831 3.20543 -6.32578
H16 -0.02383 0.19903 -6.02555
H17 -0.54300 1.11275 -7.43700
H18 -1.21116 1.49977 -5.86563
H19 -1.07529 4.78107 -4.64137
H20 -3.41891 5.50530 -4.90894
H21 -5.27975 4.08797 -4.16357
H22 -4.86993 1.87536 -3.14296
C16 -1.60398 4.28021 -0.57768
O2 -0.98191 3.16122 0.09373
H23 -0.88585 4.68328 -1.28691
H24 -1.86639 5.05264 0.14300
H25 -2.49786 3.95623 -1.11122
H26 -1.54792 3.04418 0.87566
C17 0.87965 3.15603 4.51382
C18 2.18089 3.57869 3.83274
C19 2.06810 2.91661 2.46689
O3 1.26991 1.72692 2.68627
C20 0.69790 1.73152 4.01593
H27 0.04669 3.77508 4.17659
H28 0.92766 3.21146 5.59912
H29 3.04673 3.19600 4.37590
H30 2.28429 4.65896 3.75606
H31 3.02695 2.60342 2.05324
H32 1.55328 3.55130 1.74148
H33 1.24988 1.01498 4.63456
H34 -0.34392 1.41607 3.95407
C21 -4.59203 0.78924 3.18108
S1 -3.04511 0.83214 2.34728
O4 -2.19982 -0.22648 2.90559
O5 -3.28586 0.62615 0.91325
O6 -2.42582 2.15102 2.55134
H35 -5.05446 -0.17065 2.96716
H36 -5.20103 1.60743 2.80572
H37 -4.40333 0.90190 4.24561
C22 0.22799 -4.86903 5.77919
C23 1.42977 -4.18126 5.87984
C24 1.80748 -3.29354 4.88363
C25 0.96977 -3.09275 3.78881
C26 -0.24715 -3.76520 3.69848
C27 -0.61023 -4.66086 4.69175
As1 1.42427 -1.83083 2.40970
C28 3.31806 -1.57868 2.71939
C29 3.94943 -0.50359 3.32034
C30 5.32517 -0.56285 3.50825
C31 6.05256 -1.67801 3.10076
C32 5.42364 -2.75497 2.49582
C33 4.04912 -2.69522 2.29496
C34 3.20684 -3.70467 1.65417
C35 3.31033 -5.07448 1.84114
C36 2.29541 -5.89478 1.38625
C37 1.17678 -5.38774 0.69320
C38 1.09015 -4.05361 0.43066
C39 2.08363 -3.15773 0.93872
H38 -0.06211 -5.56182 6.55745
H39 2.07361 -4.33509 6.73520
H40 2.74746 -2.76110 4.96501
H41 -0.92141 -3.58025 2.86922
H42 -1.55321 -5.18617 4.62530
H43 3.38405 0.36062 3.64540
H44 5.83955 0.26360 3.98008
H45 7.12299 -1.70018 3.25239
H46 5.99609 -3.61179 2.16414
H47 4.14069 -5.48445 2.40085
H48 2.35848 -6.96031 1.56730
H49 0.41339 -6.06855 0.34292
H50 0.29119 -3.66115 -0.18983

Molecular formula: C39H50AsF6N3O3P2S2V
Method: DFT, ωB97M-V/def2-TZVPD

Computed properties:
<S²> = 0.792
Highest occupied orbital energy (alpha / beta) = -6.849 / -6.849 eV
Multiplicity = 2
Energy above the lowest of the compared OMol25 structures with the same formula, charge and spin = 26.3 kcal per mole
LUMO level (alpha / beta) = -1.61 / -1.12 eV

Atoms and positions in Å:
V1 0.44048 -0.82899 0.62982
C1 6.46034 2.28479 1.44857
O1 6.05671 1.86638 2.74328
C2 4.89581 1.19926 2.86039
C3 4.47593 0.95042 4.18511
C4 3.29041 0.31170 4.39427
C5 2.46917 -0.11264 3.32233
C6 1.15437 -0.62499 3.53808
C7 0.58027 -1.03055 4.85307
O2 0.36819 -0.71203 2.56786
C8 2.92726 0.09755 1.99636
O3 2.28330 -0.31316 0.92801
C9 4.14338 0.76920 1.78243
H1 7.34079 2.90231 1.59896
H2 5.67329 2.87324 0.97249
H3 6.71705 1.42411 0.82654
H4 5.09073 1.29977 5.00054
H5 2.95119 0.15869 5.40817
H6 1.23529 -0.86367 5.70136
H7 0.33746 -2.09270 4.77959
H8 -0.36554 -0.50120 4.98140
H9 4.45797 0.93026 0.76333
S1 -2.59126 4.19112 2.15507
P1 -3.34671 2.38018 2.48850
S2 -2.24022 0.89395 3.19781
C10 -4.87181 2.55616 3.49453
C11 -5.30181 1.52192 4.31896
C12 -6.47841 1.64384 5.04310
C13 -7.23751 2.80009 4.94995
C14 -6.81229 3.83836 4.13254
C15 -5.63493 3.71804 3.41239
C16 -4.07968 1.79086 0.89147
C17 -4.11110 0.43385 0.58145
C18 -4.61635 -0.00663 -0.63508
C19 -5.11690 0.90740 -1.55139
C20 -5.11734 2.26137 -1.23884
C21 -4.60196 2.69745 -0.02835
H10 -4.69596 0.62805 4.39179
H11 -6.80013 0.83435 5.68544
H12 -8.15282 2.89719 5.51871
H13 -7.39435 4.74816 4.06414
H14 -5.28183 4.53592 2.79707
H15 -3.71064 -0.26878 1.29976
H16 -4.62479 -1.06637 -0.85941
H17 -5.51880 0.56806 -2.49748
H18 -5.52127 2.97846 -1.94256
H19 -4.56842 3.75477 0.20667
N1 1.80601 5.37047 0.90603
C22 1.10374 4.50676 0.62741
C23 0.25855 3.42032 0.21907
C24 -0.82288 3.60492 -0.63449
C25 -1.57678 2.50329 -0.99951
C26 -1.23281 1.26663 -0.49366
N2 -0.16593 1.09030 0.30005
C27 0.55022 2.14589 0.68131
H20 -1.07675 4.59446 -0.98539
H21 -2.45600 2.59612 -1.62010
H22 -1.82075 0.38698 -0.72329
H23 1.37590 1.97772 1.35812
F1 -1.46865 -1.53503 0.85097
As1 -1.41712 -3.31795 1.35092
F2 -3.11723 -3.36972 1.37955
F3 -1.31150 -2.83569 2.97989
F4 -1.10709 -4.95565 1.71240
F5 0.37181 -2.96893 1.19531
F6 -1.40127 -3.64385 -0.34352
C28 3.91714 -0.48678 -2.05034
C29 2.63374 -0.28833 -2.87334
C30 2.99895 -0.28149 -4.36251
C31 2.08753 1.09202 -2.47138
P2 1.40970 -1.62323 -2.43484
N3 0.72511 -1.18508 -1.01281
C32 2.28113 -3.25633 -2.24102
C33 3.21642 -3.55680 -3.41990
C34 1.24183 -4.38343 -2.17161
C35 3.09822 -3.27537 -0.92853
C36 0.02236 -1.69167 -3.67299
C37 -1.18701 -2.42429 -3.06919
C38 -0.45060 -0.26005 -3.97535
C39 0.42619 -2.37248 -4.98433
H24 4.54071 0.39376 -2.21963
H25 4.49407 -1.35504 -2.35913
H26 3.70605 -0.55449 -0.98535
H27 3.80288 0.44461 -4.50192
H28 2.17168 0.02699 -4.99901
H29 3.36537 -1.24376 -4.71751
H30 2.87673 1.81988 -2.67007
H31 1.86277 1.12728 -1.40860
H32 1.20895 1.40125 -3.02898
H33 2.69844 -3.58261 -4.37861
H34 3.63932 -4.54952 -3.25252
H35 4.04924 -2.86093 -3.49337
H36 0.72982 -4.53257 -3.12078
H37 0.50685 -4.22800 -1.39147
H38 1.78183 -5.30428 -1.94711
H39 4.13802 -3.00890 -1.10381
H40 3.07492 -4.28835 -0.52856
H41 2.71060 -2.61718 -0.15374
H42 -1.42724 -2.07941 -2.06624
H43 -1.05827 -3.50219 -3.02858
H44 -2.04322 -2.21440 -3.71235
H45 -0.71105 0.28711 -3.06899
H46 -1.35582 -0.34124 -4.57845
H47 0.27022 0.32396 -4.54390
H48 0.61797 -3.43596 -4.85516
H49 1.29370 -1.91670 -5.46059
H50 -0.41324 -2.27859 -5.67672